C4H7NO2 in the gas phase in a non-equilibrium geometry, computed with ωB97M-V/def2-TZVPD.

Bonds (Å) are listed after each position.
Atoms and positions in Å:
1 C -1.1413 -1.2527 -0.3078  C2 1.549, H8 1.078, H9 1.035, H10 1.056
2 C -0.4592 0.1031 0.0001  C1 1.549, C3 1.870, C6 1.418, O7 1.386
3 C 1.0803 -0.0980 1.0422  C2 1.870, N4 1.395, H11 0.993, H12 1.118
4 N 2.0538 -0.3668 0.0801  C3 1.395, O5 1.227
5 O 2.4773 0.6356 -0.4875  N4 1.227
6 C -0.4008 1.3300 -0.7090  C2 1.418, O7 1.401, H13 1.106, H14 1.097
7 O -1.1351 1.2148 0.4788  C2 1.386, C6 1.401
8 H -0.7925 -1.7156 -1.2169  C1 1.078
9 H -2.1398 -1.0194 -0.4508  C1 1.035
10 H -0.9060 -1.8509 0.5298  C1 1.056
11 H 0.9525 -0.9274 1.5725  C3 0.993
12 H 0.9564 0.8240 1.6620  C3 1.118
13 H 0.5811 1.8369 -0.6628  C6 1.106
14 H -1.1267 1.2863 -1.5308  C6 1.097

For the LUMO energy (alpha / beta), the calculation gives -0.17 / -0.17 eV. The calculation puts the energy at -361.65813 hartree. The structure (SMILES) is C[C@@]1(CN=O)CO1. The energy relative to the best compared isomer or geometry (same formula, charge and spin) comes out at 139.8 kcal per mole. The value obtained for the HOMO-LUMO gap (alpha / beta) is 9.013 / 9.012 eV. For the HOMO energy (alpha / beta), the calculation gives -9.2 / -9.2 eV.